Record 1
Below is a molecular structure, C44H56Cl3N4O8PbSSi, with properties calculated with ωB97M-V/def2-TZVPD.

The geometry in ORCA input format:
```
! wB97M-V def2-TZVPD RIJCOSX def2/J DEFGRID3
* xyz -1 1
Pb 0.612 -0.086 1.059
O 0.619 -1.924 5.882
C 0.419 -1.259 4.886
N 0.623 -1.755 3.615
C 0.075 -2.806 3.149
C -1.081 -3.452 3.757
C -1.589 -4.560 3.212
C -0.999 -5.156 2.023
C 0.046 -4.603 1.388
C 0.612 -3.365 1.877
N 1.502 -2.663 1.266
C 2.434 -3.142 0.369
O 2.836 -4.289 0.350
C 3.082 -2.097 -0.512
C 3.936 -2.517 -1.520
C 4.572 -1.554 -2.284
C 4.339 -0.215 -2.011
C 3.455 0.116 -0.997
N 2.839 -0.811 -0.267
C 0.013 0.184 4.972
C -0.211 0.743 6.220
C -0.670 2.050 6.273
C -0.902 2.728 5.087
C -0.659 2.072 3.887
N -0.196 0.830 3.832
H -1.507 -3.008 4.645
H -2.460 -5.027 3.655
H -1.431 -6.070 1.633
H 0.479 -5.054 0.508
H 4.085 -3.576 -1.676
H 5.239 -1.845 -3.086
H 4.821 0.567 -2.584
H 3.193 1.143 -0.759
H -0.024 0.155 7.107
H -0.853 2.526 7.228
H -1.268 3.746 5.078
H -0.862 2.544 2.935
C -1.113 -4.233 -1.835
C -2.250 -3.220 -1.721
C -3.075 -3.487 -0.469
C -3.134 -3.258 -2.965
O -1.710 -1.906 -1.546
Si -0.980 -0.876 -2.592
S 0.172 0.504 -1.546
O -0.119 -1.820 -3.635
C 0.525 -1.542 -4.873
C 1.665 -2.547 -4.983
C -0.490 -1.753 -5.992
C 1.079 -0.121 -4.922
O -2.097 -0.154 -3.567
C -2.984 0.950 -3.368
C -3.513 0.970 -1.939
C -4.128 0.736 -4.353
C -2.242 2.240 -3.691
H -1.511 -5.251 -1.859
H -0.452 -4.132 -0.970
H -0.528 -4.051 -2.734
H -3.343 -4.546 -0.407
H -3.991 -2.892 -0.478
H -2.503 -3.201 0.415
H -3.621 -4.233 -3.052
H -2.540 -3.078 -3.865
H -3.901 -2.484 -2.900
H 1.279 -3.563 -4.875
H 2.394 -2.368 -4.188
H 2.165 -2.458 -5.951
H -0.820 -2.795 -6.011
H -0.052 -1.505 -6.963
H -1.359 -1.117 -5.818
H 1.724 0.066 -4.062
H 0.270 0.613 -4.894
H 1.651 0.018 -5.843
H -3.983 0.012 -1.700
H -4.261 1.759 -1.826
H -2.712 1.142 -1.217
H -4.672 -0.178 -4.102
H -3.734 0.638 -5.367
H -4.823 1.578 -4.323
H -1.376 2.342 -3.035
H -2.898 3.104 -3.552
H -1.899 2.224 -4.729
Cl -3.701 0.400 3.912
C -3.821 -0.199 2.230
Cl -4.891 0.870 1.308
Cl -4.529 -1.825 2.273
C -2.361 -0.199 1.606
O -1.941 0.904 1.223
O -1.789 -1.305 1.591
C 4.768 1.820 2.379
C 3.443 1.914 3.140
C 3.684 1.843 4.647
C 2.664 3.140 2.709
C 2.790 4.359 3.363
C 2.064 5.474 2.961
C 1.183 5.351 1.893
C 1.026 4.150 1.213
C 0.050 4.006 0.063
C -1.278 4.733 0.298
C 0.694 4.473 -1.247
C 1.804 3.033 1.591
O 1.741 1.908 0.899
H 5.319 0.914 2.652
H 5.395 2.688 2.604
H 4.586 1.800 1.303
H 2.845 1.047 2.848
H 4.447 2.560 4.965
H 4.031 0.846 4.930
H 2.769 2.056 5.202
H 3.463 4.444 4.211
H 2.180 6.421 3.475
H 0.597 6.213 1.586
H -0.160 2.942 -0.051
H -1.189 5.804 0.090
H -1.626 4.619 1.326
H -2.047 4.324 -0.362
H -0.033 4.455 -2.064
H 1.524 3.818 -1.519
H 1.070 5.496 -1.142
*
```

E ... -130415.4639 eV
F_max ... 0.79 eV/Å
LUMO energy ... 0.059 eV


Record 2
Below is a molecular structure, C44H56N3O4PbSSbSi3, with properties calculated with ωB97M-V/def2-TZVPD.

The geometry in ORCA input format:
```
! wB97M-V def2-TZVPD RIJCOSX def2/J DEFGRID3
* xyz 0 1
Pb 0.409 0.041 0.658
O -0.790 -4.127 1.968
C -0.178 -3.072 1.814
O 0.045 -2.469 0.703
C 0.376 -2.413 3.083
C 0.351 -3.143 4.292
C 0.853 -2.567 5.417
C 1.366 -1.248 5.363
C 1.896 -0.580 6.494
C 2.349 0.704 6.391
C 2.277 1.382 5.154
C 1.781 0.758 4.048
C 1.329 -0.582 4.120
N 0.852 -1.200 2.998
H -0.072 -4.137 4.276
H 0.853 -3.091 6.367
H 1.924 -1.107 7.441
H 2.749 1.213 7.259
H 2.614 2.410 5.089
H 1.702 1.285 3.102
O -1.958 -0.358 2.712
S -1.995 1.069 2.934
O -1.585 1.588 4.214
N -1.181 1.692 1.706
C -1.083 3.054 1.457
C -1.699 4.070 2.172
C -1.590 5.420 1.790
C -0.858 5.801 0.705
C -0.176 4.813 -0.036
C 0.638 5.128 -1.148
C 1.303 4.142 -1.815
C 1.153 2.817 -1.374
N 0.398 2.482 -0.353
C -0.274 3.449 0.333
C -3.691 1.538 2.691
C -4.299 1.191 1.490
C -5.637 1.497 1.297
C -6.353 2.136 2.304
C -5.736 2.475 3.501
C -4.394 2.176 3.699
H -2.265 3.822 3.056
H -2.103 6.169 2.382
H -0.775 6.842 0.414
H 0.725 6.165 -1.453
H 1.936 4.358 -2.665
H 1.675 2.005 -1.873
H -3.716 0.687 0.727
H -6.124 1.235 0.366
H -7.402 2.366 2.156
H -6.300 2.974 4.279
H -3.885 2.427 4.622
C -2.921 -0.217 -4.838
Si -2.339 0.527 -3.222
C -1.327 2.041 -3.640
C -3.819 1.050 -2.202
Sb -1.006 -1.102 -1.702
Si 0.821 -1.976 -3.292
C 0.043 -2.492 -4.917
C 2.013 -0.580 -3.612
C 1.602 -3.467 -2.475
Si -2.576 -3.112 -1.280
C -3.569 -2.548 0.187
C -3.641 -3.234 -2.822
C -1.691 -4.725 -1.069
H -3.649 0.461 -5.297
H -3.399 -1.188 -4.708
H -2.091 -0.342 -5.538
H -1.849 2.636 -4.397
H -0.342 1.775 -4.038
H -1.177 2.667 -2.757
H -4.385 1.836 -2.715
H -3.495 1.443 -1.232
H -4.495 0.208 -2.019
H -0.218 -1.627 -5.531
H -0.865 -3.081 -4.756
H 0.748 -3.110 -5.483
H 1.545 0.181 -4.246
H 2.916 -0.940 -4.117
H 2.319 -0.116 -2.671
H 1.194 -4.390 -2.896
H 1.401 -3.468 -1.397
H 2.686 -3.473 -2.625
H -4.003 -1.563 -0.005
H -2.912 -2.469 1.061
H -4.377 -3.245 0.427
H -4.364 -2.415 -2.890
H -4.198 -4.178 -2.807
H -3.027 -3.225 -3.725
H -1.310 -4.810 -0.048
H -0.838 -4.803 -1.750
H -2.381 -5.546 -1.280
C 4.738 0.106 1.558
C 3.886 -0.516 0.436
C 3.544 -1.956 0.819
C 2.666 0.302 0.056
C 4.676 -0.450 -0.892
C 4.941 -1.587 -1.655
C 5.654 -1.501 -2.846
C 6.108 -0.274 -3.306
C 5.843 0.868 -2.561
C 5.135 0.779 -1.372
H 4.189 0.099 2.499
H 5.014 1.138 1.330
H 5.659 -0.469 1.691
H 3.084 -1.962 1.807
H 4.441 -2.576 0.871
H 2.828 -2.401 0.122
H 2.893 1.374 0.128
H 4.589 -2.555 -1.326
H 5.857 -2.402 -3.411
H 6.661 -0.208 -4.234
H 6.197 1.834 -2.903
H 4.937 1.689 -0.814
*
```

E ... -105452.6339 eV
F_max ... 0.64 eV/Å
LUMO energy (alpha / beta) ... -0.606 / -1.449 eV


Record 3
Below is a molecular structure, C44H58FN3O9RuSSe, with properties calculated with ωB97M-V/def2-TZVPD.

The geometry in ORCA input format:
```
! wB97M-V def2-TZVPD RIJCOSX def2/J DEFGRID3
* xyz 0 5
Ru 0.233 -2.324 0.196
C -0.756 3.169 -5.295
C -1.940 2.353 -4.757
C -2.443 1.444 -5.878
C -3.077 3.307 -4.365
C -1.500 1.555 -3.533
C -1.556 0.173 -3.465
C -1.152 -0.484 -2.312
Se -1.242 -2.394 -2.212
C -2.859 -2.458 -1.185
C -4.090 -2.294 -1.802
C -5.246 -2.282 -1.043
C -5.108 -2.451 0.341
C -3.895 -2.630 0.987
C -2.734 -2.638 0.186
O -1.535 -2.838 0.741
C -3.790 -2.780 2.508
C -2.947 -1.632 3.085
C -3.153 -4.131 2.868
C -5.167 -2.725 3.177
C -6.635 -2.076 -1.644
C -7.273 -0.821 -1.033
C -7.514 -3.295 -1.336
C -6.579 -1.893 -3.161
C -0.680 0.187 -1.190
O -0.342 -0.462 -0.082
C -0.566 1.592 -1.256
C -0.995 2.223 -2.413
C 0.124 2.355 -0.118
C 1.586 1.881 -0.065
C 0.135 3.867 -0.367
C -0.559 2.125 1.237
H -1.059 3.741 -6.176
H 0.066 2.508 -5.576
H -0.383 3.872 -4.549
H -2.747 2.052 -6.732
H -3.308 0.859 -5.560
H -1.666 0.756 -6.215
H -3.400 3.890 -5.230
H -2.765 4.003 -3.586
H -3.933 2.744 -3.989
H -1.906 -0.422 -4.298
H -4.119 -2.158 -2.875
H -6.008 -2.439 0.939
H -1.927 -1.645 2.707
H -2.904 -1.723 4.174
H -3.399 -0.668 2.841
H -2.145 -4.222 2.470
H -3.758 -4.953 2.480
H -3.102 -4.230 3.956
H -5.668 -1.771 2.996
H -5.041 -2.834 4.255
H -5.816 -3.533 2.834
H -7.377 -0.909 0.048
H -8.267 -0.661 -1.456
H -6.662 0.059 -1.242
H -7.621 -3.452 -0.262
H -7.080 -4.199 -1.767
H -8.512 -3.156 -1.758
H -5.987 -1.018 -3.436
H -7.589 -1.750 -3.548
H -6.153 -2.769 -3.655
H -0.918 3.301 -2.464
H 2.073 2.067 -1.025
H 1.662 0.815 0.148
H 2.117 2.434 0.717
H 0.672 4.128 -1.281
H 0.638 4.356 0.471
H -0.876 4.274 -0.430
H -0.555 1.078 1.526
H -1.594 2.473 1.198
H -0.040 2.707 2.005
C 6.520 -3.598 1.150
C 6.109 -2.167 1.439
N 4.764 -2.021 2.014
C 3.906 -3.069 2.050
C 2.584 -2.975 2.311
C 1.767 -4.192 1.968
O 2.129 -5.291 2.318
O 0.735 -3.969 1.194
C 1.992 -1.695 2.571
O 0.776 -1.466 2.583
C 2.954 -0.585 2.686
C 2.459 0.687 2.974
C 3.282 1.763 2.864
F 2.822 3.019 3.107
C 4.595 1.633 2.414
C 5.105 0.381 2.153
C 4.295 -0.759 2.312
N 5.312 2.839 2.172
C 4.902 3.546 0.965
C 5.330 5.023 1.112
N 5.922 5.170 2.483
C 7.149 4.319 2.631
C 6.749 2.853 2.325
H 7.552 -3.588 0.801
H 5.906 -4.039 0.366
H 6.471 -4.223 2.041
H 6.138 -1.597 0.507
H 6.822 -1.721 2.137
H 4.304 -4.030 1.769
H 1.409 0.788 3.222
H 6.108 0.297 1.762
H 3.822 3.476 0.866
H 5.345 3.108 0.063
H 4.485 5.704 1.039
H 6.094 5.326 0.400
H 5.222 4.810 3.145
H 6.128 6.145 2.692
H 7.508 4.441 3.651
H 7.895 4.711 1.943
H 7.025 2.211 3.159
H 7.281 2.500 1.433
O 2.047 -1.663 0.047
S 2.590 -2.218 -1.352
O 3.977 -2.557 -1.129
O 1.691 -3.387 -1.509
O 2.336 -1.174 -2.317
*
```

Expectation value of S² ... 6.019
E ... -150947.4165 eV
F_max ... 0.60 eV/Å
LUMO energy (alpha / beta) ... -1.535 / -1.535 eV


Record 4
Below is a molecular structure, C44H59BN6OReS, with properties calculated with ωB97M-V/def2-TZVPD.

The geometry in ORCA input format:
```
! wB97M-V def2-TZVPD RIJCOSX def2/J DEFGRID3
* xyz 0 4
Re 0.120 -0.612 -0.170
C -1.041 -4.904 3.000
C -0.950 -4.216 1.677
C -1.263 -4.692 0.414
C -0.981 -3.640 -0.473
N -0.530 -2.600 0.226
N -0.515 -2.954 1.539
B 0.013 -1.913 2.573
N 1.498 -1.638 2.208
N 1.852 -1.727 0.887
C 3.146 -2.021 0.850
C 3.653 -2.078 2.162
C 2.582 -1.827 2.988
C 2.516 -1.808 4.481
C 3.859 -2.451 -0.418
C 4.282 -3.915 -0.213
C 5.102 -1.604 -0.676
C 2.929 -2.368 -1.626
N -0.939 -0.685 2.497
N -1.496 -0.387 1.275
C -2.662 0.219 1.507
C -2.819 0.380 2.896
C -1.720 -0.204 3.481
C -1.389 -0.367 4.929
C -3.763 0.436 0.484
C -4.936 -0.458 0.929
C -4.248 1.887 0.477
C -3.341 0.005 -0.919
C -1.166 -3.640 -1.976
C -0.724 -2.326 -2.626
C -0.348 -4.792 -2.578
C -2.652 -3.873 -2.285
H -1.419 -5.915 2.859
H -1.714 -4.374 3.677
H -0.065 -4.964 3.484
H -1.644 -5.673 0.173
H -0.046 -2.382 3.680
H 4.667 -2.291 2.469
H 3.522 -1.866 4.891
H 1.938 -2.650 4.866
H 2.048 -0.892 4.848
H 5.034 -4.003 0.576
H 4.714 -4.305 -1.139
H 3.426 -4.537 0.060
H 5.723 -1.521 0.222
H 4.831 -0.604 -1.001
H 5.707 -2.062 -1.466
H 2.069 -3.032 -1.501
H 3.470 -2.660 -2.531
H 2.563 -1.347 -1.768
H -3.653 0.834 3.410
H -2.095 0.204 5.530
H -0.381 -0.010 5.148
H -1.442 -1.413 5.236
H -5.354 -0.123 1.881
H -4.617 -1.497 1.042
H -5.729 -0.418 0.177
H -4.485 2.228 1.489
H -5.158 1.966 -0.127
H -3.501 2.552 0.060
H -3.033 -1.045 -0.924
H -2.516 0.613 -1.293
H -4.189 0.118 -1.602
H 0.336 -2.121 -2.440
H -1.321 -1.477 -2.277
H -0.853 -2.394 -3.710
H 0.722 -4.647 -2.410
H -0.520 -4.844 -3.657
H -0.633 -5.752 -2.141
H -3.268 -3.065 -1.883
H -3.002 -4.814 -1.855
H -2.804 -3.914 -3.368
C -5.838 6.113 -1.047
C -5.254 7.463 -1.387
O -5.928 8.393 -1.739
S -3.493 7.770 -1.160
C -2.749 6.173 -1.032
C -2.715 5.296 -2.125
C -2.107 4.062 -2.019
C -1.461 3.668 -0.814
C -1.503 4.571 0.277
C -2.136 5.793 0.162
C -0.814 2.442 -0.711
C -0.105 1.385 -0.745
H -6.771 5.989 -1.593
H -6.058 6.120 0.024
H -5.160 5.286 -1.246
H -3.169 5.597 -3.062
H -2.098 3.380 -2.861
H -1.042 4.280 1.214
H -2.168 6.468 1.012
C 2.020 3.357 -0.538
C 2.441 1.868 -0.513
C 2.776 1.529 0.941
C 1.285 0.954 -1.042
C 3.676 1.803 -1.420
C 4.967 1.885 -0.896
C 6.086 1.925 -1.720
C 5.943 1.893 -3.100
C 4.664 1.840 -3.641
C 3.550 1.805 -2.811
H 1.263 3.562 0.221
H 1.620 3.647 -1.514
H 2.894 3.982 -0.330
H 1.843 1.439 1.505
H 3.369 2.320 1.413
H 3.319 0.587 1.036
H 1.355 0.789 -2.115
H 5.111 1.910 0.178
H 7.076 1.977 -1.277
H 6.812 1.919 -3.744
H 4.530 1.839 -4.717
H 2.567 1.795 -3.267
*
```

Expectation value of S² ... 3.804
E ... -71215.1233 eV
F_max ... 0.59 eV/Å
LUMO energy (alpha / beta) ... 0.363 / -0.224 eV